Entry w
Computed, not measured: a molecular structure, C4H4Br2O, with ωB97M-V with the def2-TZVPD basis set.

```
11
Properties=species:S:1:pos:R:3
C -0.2373 -1.8087 0.1109
C -0.1625 -0.5696 0.7080
C 1.1212 1.2568 -0.8598
C -0.5648 0.7226 0.1409
O 0.9052 1.4584 -1.9977
Br -2.1068 0.6549 -0.8433
Br -0.5552 2.0652 1.5006
H 0.0257 -2.7482 0.5335
H -0.8826 -1.9868 -0.7124
H 0.4977 -0.3683 1.6300
H 1.9594 1.3236 -0.2107
```

Computed properties:
Lowest unoccupied orbital energy: 0.3 eV
Frontier orbital gap: 9.05 eV
E_HOMO: -8.728 eV
Multiplicity: 1

Here are the Löwdin charges for atoms 1 to 2, given in e: C 0.01; C -0.35

=====

Entry x
Computed, not measured: C4H4Br2O in the gas phase, with ωB97M-V with the def2-TZVPD basis set.

```
11
Properties=species:S:1:pos:R:3
C 0.5541 -0.4573 1.9720
C -1.3284 -0.0649 -2.1279
C 0.6609 -0.3189 0.6599
C -1.2004 -0.0960 -0.8060
O -0.0448 0.5188 -0.1625
Br 1.8202 -1.5938 -0.1782
Br -2.3042 -1.0762 0.3866
H 1.0753 -1.1700 2.4446
H 0.1093 0.2047 2.7047
H -2.0549 -0.7739 -2.5675
H -0.6322 0.5761 -2.7922
```

Computed properties:
Lowest unoccupied orbital energy: 0.5 eV
Frontier orbital gap: 9.97 eV
E_HOMO: -9.431 eV
SMILES string: C=C(Br)OC(=C)Br
Multiplicity: 1

Here are the Löwdin charges for atoms 1 to 2, given in e: C -0.04; C -0.01

=====

In kJ/mol, relative to the most stable structure: entry w 56.4; entry x 0.0.

=====

Entry w
Computed, not measured: C2H3FO2S in the gas phase, with ωB97M-V with the def2-TZVPD basis set.

```
9
Properties=species:S:1:pos:R:3
C -0.4601 0.3911 0.3685
C 0.9054 0.7243 -0.1514
O -1.1423 1.4305 1.0894
O 1.4118 1.7408 0.1842
F -0.9934 0.5031 3.3773
S -0.6612 1.9599 2.4821
H -1.3035 0.1781 -0.4882
H -0.3650 -0.4381 1.1722
H 1.4456 0.0896 -0.9023
```

Computed properties:
Lowest unoccupied orbital energy: 0.3 eV
Frontier orbital gap: 9.27 eV
E_HOMO: -9.007 eV
SMILES string: O=CCOSF
Multiplicity: 1

Here are the Löwdin charges for atoms 1 to 2, given in e: C -0.21; C -0.27

=====

Entry x
Computed, not measured: 2 unconnected molecules or ions with the total composition C2H3FO2S, with ωB97M-V with the def2-TZVPD basis set.

```
9
Properties=species:S:1:pos:R:3
C 0.6237 -0.0503 0.7126
C -0.6403 -0.6291 -0.0720
O -0.4670 1.9723 -0.3624
O 0.9298 0.5496 -1.8896
F -0.2463 -1.7285 -0.5882
S 0.1241 0.7859 -0.7623
H 0.6483 0.6812 1.5730
H 1.3913 -0.7522 0.7538
H -2.3635 -0.8290 0.6351
```

Computed properties:
Lowest unoccupied orbital energy: -0.8 eV
Frontier orbital gap: 9.20 eV
E_HOMO: -10.032 eV
Multiplicity: 1

Here are the Löwdin charges for atoms 1 to 2, given in e: C -0.13; C -0.44

=====

In kJ/mol, relative to the most stable structure: entry w 0.0; entry x 367.5.